60
Properties=species:S:1:pos:R:3 method="wB97M-V/def2-TZVPD" homo_energy_ev="-9.844 / -9.843" s_squared=2.02 spin_multiplicity=3 homo_lumo_gap_ev="5.1807 / 5.1041" total_charge=+1 energy_ha=-2027.73983 largest_force_ev_per_a=3.7
C 2.08 -2.62 2.25
C 1.32 -1.44 1.96
C -0.07 -1.73 2.16
H 1.73 -0.46 1.72
C -0.18 -3.10 2.57
C 1.14 -3.67 2.58
H 1.41 -4.69 2.85
H 3.16 -2.70 2.33
H -0.87 -1.01 2.07
H -1.08 -3.60 2.88
W 0.85 -3.08 0.46
Cl -1.24 -3.00 -0.49
P -0.96 1.53 -0.26
C -2.39 1.81 0.79
C -2.64 3.01 1.48
H -1.98 3.86 1.35
C -3.74 3.09 2.34
H -3.92 4.01 2.90
C -4.60 1.99 2.50
H -5.46 2.07 3.16
C -4.36 0.80 1.80
H -5.02 -0.05 1.91
C -3.25 0.70 0.95
H -3.04 -0.23 0.42
C 0.31 2.74 0.20
C 0.68 2.82 1.56
H 0.12 2.28 2.32
C 1.78 3.60 1.92
H 2.06 3.68 2.97
C 2.52 4.28 0.94
H 3.39 4.88 1.23
C 2.16 4.18 -0.41
H 2.73 4.69 -1.18
C 1.05 3.41 -0.79
H 0.77 3.33 -1.84
C -1.48 1.85 -1.97
C -2.47 2.78 -2.31
H -2.93 3.40 -1.54
C -2.86 2.90 -3.65
H -3.63 3.61 -3.93
C -2.26 2.10 -4.64
H -2.56 2.20 -5.68
C -1.27 1.17 -4.29
H -0.80 0.54 -5.05
C -0.89 1.03 -2.96
H -0.14 0.29 -2.66
C 1.75 -1.63 -0.90
C 2.41 -2.93 -0.98
C 1.59 -4.03 -1.45
C 1.93 -5.35 -1.06
C 3.13 -5.59 -0.40
C 4.00 -4.53 -0.07
C 3.64 -3.22 -0.30
H 2.37 -0.81 -0.51
H 1.14 -1.36 -1.75
H 0.88 -3.84 -2.26
H 1.28 -6.17 -1.35
H 3.45 -6.61 -0.19
H 4.99 -4.76 0.34
H 4.28 -2.38 -0.03

***

97
Properties=species:S:1:pos:R:3 method="wB97M-V/def2-TZVPD" e_above_lowest_kj_mol=60.8 homo_energy_ev="-6.274 / -6.289" spin_multiplicity=1 homo_lumo_gap_ev="6.5181 / 6.5331" energy_ha=-3907.62207 largest_force_ev_per_a=2.6
P -0.15 -0.68 -1.95
C 1.37 -0.07 -2.94
C 1.57 -0.50 -4.40
C 2.94 -0.09 -4.94
C 3.27 1.39 -4.70
C 2.91 1.90 -3.30
C 1.50 1.45 -2.86
C -1.56 0.20 -2.88
C -1.40 0.29 -4.40
C -2.68 0.80 -5.08
C -3.17 2.12 -4.48
C -3.16 2.15 -2.94
C -1.85 1.60 -2.32
C -0.34 -2.33 -2.81
C 0.89 -3.22 -2.51
C 0.78 -4.57 -3.23
C -0.56 -5.28 -3.00
C -1.77 -4.37 -3.25
C -1.69 -3.01 -2.54
H 2.19 -0.52 -2.34
H 0.81 -0.02 -5.03
H 1.44 -1.59 -4.54
H 2.96 -0.29 -6.02
H 3.71 -0.72 -4.48
H 4.34 1.55 -4.88
H 2.75 2.01 -5.45
H 3.64 1.52 -2.57
H 2.96 2.99 -3.28
H 1.31 1.81 -1.84
H 0.76 1.92 -3.53
H -2.43 -0.44 -2.67
H -3.46 0.03 -5.01
H -1.13 -0.67 -4.85
H -0.60 1.01 -4.62
H -2.47 0.94 -6.15
H -4.19 2.31 -4.84
H -2.55 2.94 -4.86
H -3.32 3.18 -2.60
H -4.00 1.54 -2.57
H -1.95 1.55 -1.23
H -1.02 2.28 -2.55
H -0.33 -2.13 -3.89
H 1.80 -2.72 -2.88
H 1.00 -3.34 -1.43
H 0.92 -4.42 -4.32
H 1.60 -5.22 -2.89
H -0.60 -5.66 -1.97
H -0.62 -6.15 -3.65
H -2.69 -4.89 -2.93
H -1.86 -4.20 -4.34
H -2.50 -2.38 -2.96
H -1.88 -3.09 -1.46
Ti -0.20 0.03 1.54
Cl -2.15 -0.51 0.60
Cl 1.76 0.36 0.53
C -0.54 1.70 2.41
H -0.75 1.59 3.48
C -0.71 3.08 1.97
C -1.40 4.06 2.77
C -1.57 5.36 2.32
C -1.06 5.76 1.07
C -0.38 4.83 0.28
C -0.20 3.51 0.72
H -1.78 3.75 3.75
H -2.09 6.08 2.95
H 0.03 5.13 -0.68
H 0.37 2.79 0.12
H -1.20 6.79 0.73
C 1.07 -3.25 5.36
N 1.59 -1.89 5.14
C 2.85 -1.90 4.36
P 0.49 -0.69 4.78
O 0.06 -0.76 3.31
N -0.75 -1.07 5.78
C -2.13 -0.64 5.54
C -0.49 -1.41 7.19
N 1.04 0.82 5.14
C 2.17 1.41 4.40
C 0.88 1.41 6.48
H 1.93 -3.90 5.55
H 0.52 -3.63 4.49
H 0.42 -3.31 6.23
H 2.67 -1.89 3.27
H 3.50 -1.07 4.64
H 3.37 -2.84 4.61
H -2.45 -0.87 4.51
H -2.78 -1.19 6.24
H -2.26 0.44 5.73
H -1.20 -2.18 7.50
H 0.54 -1.78 7.33
H -0.62 -0.53 7.84
H 2.15 2.50 4.57
H 2.11 1.24 3.32
H 3.13 1.03 4.79
H -0.17 1.52 6.76
H 1.40 0.81 7.25
H 1.33 2.40 6.47

***

116
Properties=species:S:1:pos:R:3 method="wB97M-V/def2-TZVPD" e_above_lowest_kj_mol=0.0 homo_energy_ev=-8.751 spin_multiplicity=1 homo_lumo_gap_ev=7.5836 energy_ha=-3510.19372 largest_force_ev_per_a=1.2
C -0.20 2.99 3.49
C -1.46 3.54 2.86
C -1.60 4.80 2.36
C -0.52 5.87 2.30
C 0.57 5.63 1.22
N 0.01 5.18 -0.05
N 1.21 6.93 1.04
N 1.64 4.72 1.56
C -2.90 5.19 1.86
O -3.08 6.47 1.35
C -4.00 4.35 1.83
C -5.33 4.80 1.30
C -6.00 3.83 0.31
C -7.53 3.82 0.35
C -8.21 5.14 0.70
O -7.64 6.24 -0.05
C -7.43 7.34 0.67
O -8.19 7.80 1.46
C -3.83 3.04 2.34
N -4.75 2.06 2.44
S -4.02 0.82 3.12
N -2.54 1.39 3.34
C -2.57 2.65 2.85
H 0.39 3.78 3.94
H 0.38 2.46 2.73
H -0.47 2.25 4.23
H -0.99 6.79 2.01
H -0.07 5.97 3.28
H -0.07 4.18 -0.13
H -0.86 5.64 -0.27
H 2.16 6.80 0.71
H 0.68 7.52 0.41
H 1.40 3.78 1.29
H 1.85 4.77 2.54
H -2.95 7.10 2.06
H -5.99 4.94 2.17
H -5.26 5.76 0.81
H -5.70 4.13 -0.69
H -5.66 2.81 0.43
H -7.85 3.10 1.10
H -7.94 3.46 -0.59
H -9.26 5.08 0.45
H -8.16 5.30 1.77
H -6.48 7.84 0.47
C 5.03 2.41 0.72
C 6.03 1.46 0.54
C 5.77 0.29 -0.16
C 4.51 0.06 -0.67
C 3.50 1.01 -0.48
C 3.77 2.18 0.20
C 2.11 0.78 -0.98
O 1.24 1.61 -0.80
C 1.82 -0.50 -1.68
C 0.53 -0.77 -2.10
C 0.25 -1.95 -2.77
C 1.26 -2.86 -3.02
C 2.55 -2.61 -2.60
C 2.84 -1.43 -1.92
C 4.23 -1.19 -1.44
O 5.12 -1.99 -1.65
H 5.24 3.33 1.26
H 7.02 1.63 0.95
H 6.55 -0.45 -0.30
H 2.98 2.90 0.33
H -0.26 -0.05 -1.91
H -0.76 -2.15 -3.10
H 1.04 -3.78 -3.55
H 3.34 -3.32 -2.79
C 9.60 -9.24 0.63
C 10.30 -8.06 0.43
C 9.64 -6.84 0.47
C 8.27 -6.81 0.69
C 7.56 -8.00 0.87
C 8.24 -9.21 0.85
C 6.09 -7.99 1.06
O 5.47 -9.02 1.22
C 5.38 -6.67 1.05
C 4.00 -6.64 1.18
C 3.33 -5.43 1.18
C 4.05 -4.24 1.07
C 5.43 -4.27 0.94
C 6.10 -5.48 0.92
C 7.58 -5.49 0.74
O 8.20 -4.45 0.64
H 10.12 -10.19 0.61
H 11.37 -8.08 0.25
H 10.18 -5.92 0.32
H 7.69 -10.13 0.99
H 3.45 -7.57 1.27
H 2.26 -5.41 1.28
H 3.52 -3.29 1.08
H 5.98 -3.34 0.84
C -6.41 -4.57 -3.42
C -5.62 -4.48 -4.56
C -4.61 -3.54 -4.64
C -4.39 -2.67 -3.57
C -5.20 -2.74 -2.44
C -6.20 -3.70 -2.36
C -5.01 -1.80 -1.30
O -5.71 -1.87 -0.31
C -3.95 -0.75 -1.42
C -3.80 0.17 -0.40
C -2.81 1.14 -0.49
C -1.97 1.17 -1.59
C -2.12 0.26 -2.62
C -3.12 -0.71 -2.54
C -3.29 -1.67 -3.66
O -2.55 -1.64 -4.63
H -7.19 -5.32 -3.36
H -5.79 -5.15 -5.39
H -3.99 -3.47 -5.52
H -6.81 -3.77 -1.47
H -4.46 0.13 0.46
H -2.68 1.86 0.30
H -1.19 1.92 -1.65
H -1.47 0.28 -3.48

***

8
Properties=species:S:1:pos:R:3 method="wB97M-V/def2-TZVPD" e_above_lowest_kj_mol=140.8 homo_energy_ev=-8.757 spin_multiplicity=1 homo_lumo_gap_ev=9.3570 energy_ha=-3031.02996 largest_force_ev_per_a=3.3
H -0.75 -1.47 0.67
P -0.04 -0.33 0.79
C -0.93 0.28 -0.52
O -1.84 -0.56 -1.25
H -0.86 1.24 -0.93
H -2.13 -0.19 -2.06
Br 3.24 0.67 0.91
H 3.32 0.37 2.38

***

Repeat the fourth record exactly.
8
Properties=species:S:1:pos:R:3 method="wB97M-V/def2-TZVPD" e_above_lowest_kj_mol=140.8 homo_energy_ev=-8.757 spin_multiplicity=1 homo_lumo_gap_ev=9.3570 energy_ha=-3031.02996 largest_force_ev_per_a=3.3
H -0.75 -1.47 0.67
P -0.04 -0.33 0.79
C -0.93 0.28 -0.52
O -1.84 -0.56 -1.25
H -0.86 1.24 -0.93
H -2.13 -0.19 -2.06
Br 3.24 0.67 0.91
H 3.32 0.37 2.38